{"formula": "C2H3F2NO3", "method": "ωB97M-V/def2-TZVPD", "lumo_ev": [0.465, -3.043], "homo_ev": [-7.259, -10.855], "total_energy_ha": -557.93103, "spin_multiplicity": 3, "s_squared": 2.005, "elements": ["C", "C", "N", "O", "O", "O", "F", "F", "H", "H", "H"], "xyz": [[1.410166, -0.191993, -0.543908], [-0.507880, 0.612927, 0.158063], [-1.361956, -0.528139, -0.106201], [-1.623723, -1.180579, 0.888664], [-1.644785, -0.790517, -1.247944], [-0.359943, 1.078150, 1.381456], [1.742811, -1.225502, 0.211370], [-0.664087, 1.583281, -0.767847], [1.972293, 0.674831, -0.267706], [1.393178, -0.270774, -1.571138], [-0.356073, 0.238319, 1.865195]], "forces_ev_per_a": [[2.9, 0.7, 0.8], [-4.1, 1.8, -1.1], [1.4, 2.3, 0.8], [-0.2, -1.2, 2.0], [-0.1, -0.2, -1.8], [0.5, -0.9, -1.3], [-0.5, -0.6, -0.1], [1.0, -1.3, 1.1], [0.0, 0.8, 0.7], [-0.7, -1.2, -2.2], [-0.3, -0.3, 1.1]], "lowdin_charge": [-0.03, -0.37, -0.41, 0.04, 0.08, 0.20, 0.04, 0.15, 0.09, 0.07, 0.14]}